a) 16
Properties=species:S:1:pos:R:3:lowdin_charge:R:1 method="wB97M-V/def2-TZVPD" smiles="N[C@@H](CC(=O)O)C(=O)O" lumo_energy_ev=0.505 multiplicity=1
N 1.548 -0.950 -0.115 0.09
C 0.598 0.089 -0.545 -0.28
C -0.800 -0.049 0.047 -0.06
C -1.426 -1.345 0.242 -0.60
O -1.060 -2.397 -0.269 0.10
O -2.501 -1.196 0.907 0.15
C 0.886 1.582 -0.351 -0.52
O 0.790 2.328 -1.328 0.08
O 1.430 1.971 0.792 0.13
H 2.530 -0.707 -0.239 0.09
H 1.419 -1.216 0.823 0.06
H 0.627 0.091 -1.661 0.16
H -1.509 0.367 -0.652 0.15
H -0.881 0.467 1.003 0.14
H -3.119 -1.956 0.837 0.16
H 1.470 2.923 0.511 0.15

***

b) 16
Properties=species:S:1:pos:R:3:lowdin_charge:R:1 method="wB97M-V/def2-TZVPD" lumo_energy_ev="-0.213 / -0.866" multiplicity=1
C -0.955 -1.366 0.914 -0.13
C -1.389 -0.965 -0.497 -0.12
C 0.783 -0.523 -0.280 -0.29
C 0.190 2.167 0.076 0.12
N 2.003 -0.001 -0.481 -0.39
O 2.664 0.041 0.537 0.07
O 2.265 0.449 -1.615 0.04
O 0.381 -0.991 0.925 0.04
O -0.210 -0.632 -1.170 0.05
H -1.363 -0.727 1.759 0.16
H -1.120 -2.498 1.064 0.16
H -1.954 -1.727 -1.006 0.13
H -1.889 0.085 -0.512 0.16
H 0.780 2.361 -0.775 0.00
H 0.649 2.070 1.087 0.04
H -0.834 2.257 -0.024 -0.03

***

Stability ranking, top entry: a); the second entry is 176.6 kcal/mol less favorable.

***

a) 16
Properties=species:S:1:pos:R:3:lowdin_charge:R:1 method="wB97M-V/def2-TZVPD" smiles="CC(=O)[C@](N)(O)C(=O)O" lumo_energy_ev=0.219 multiplicity=1
C 1.253 -0.193 1.140 0.01
C 0.762 1.145 0.531 -0.29
O 1.237 2.209 0.778 0.13
C -0.595 0.927 -0.377 -0.40
N -0.389 -0.302 -1.105 0.09
O -0.976 1.985 -1.239 0.05
C -1.871 0.669 0.520 -0.40
O -2.740 1.456 0.849 0.13
O -1.819 -0.630 0.945 0.09
H 1.620 -0.218 2.174 0.11
H 0.646 -1.036 0.952 0.05
H 2.065 -0.352 0.486 0.07
H -1.206 -0.440 -1.677 0.12
H 0.414 -0.351 -1.693 0.11
H -0.815 2.760 -0.719 0.09
H -1.169 -0.925 0.279 0.04

***

b) 16
Properties=species:S:1:pos:R:3:lowdin_charge:R:1 method="wB97M-V/def2-TZVPD" lumo_energy_ev=0.162 multiplicity=1
O -0.389 2.889 -0.580 0.08
C -0.724 2.082 0.250 -0.20
C -0.148 0.687 0.333 -0.27
C -1.225 -0.395 0.111 -0.18
O -0.541 -1.521 -0.431 -0.17
C 1.044 -0.818 -1.079 -0.32
O 1.534 -1.146 -2.142 0.13
N 0.854 0.466 -0.680 0.11
H -1.503 2.306 1.010 0.14
H 0.284 0.549 1.341 0.15
H -1.683 -0.662 1.072 0.13
H -1.999 -0.085 -0.601 0.13
H 1.325 1.223 -1.156 0.17
O 1.647 -1.860 0.618 -0.16
H 0.327 -2.284 0.566 0.28
H 1.196 -1.431 1.367 0.00

***

Stability ranking, top entry: a); the second entry is 75.3 kcal/mol less favorable.

***

a) 10
Properties=species:S:1:pos:R:3:lowdin_charge:R:1 method="wB97M-V/def2-TZVPD" lumo_energy_ev=-4.706 multiplicity=1
C 0.595 -1.035 0.156 -0.31
C -0.626 -0.470 -0.533 -0.73
S -0.221 -0.257 -2.273 0.69
S 0.115 1.013 2.200 0.44
H 0.452 -1.240 1.220 0.01
H 1.047 -1.882 -0.381 0.07
H 1.425 -0.347 -0.009 0.05
H -1.482 -1.132 -0.365 0.09
H -0.943 0.528 -0.197 0.02
H 0.395 1.784 3.219 -0.33

***

b) 10
Properties=species:S:1:pos:R:3:lowdin_charge:R:1 method="wB97M-V/def2-TZVPD" smiles="C=C.SS" lumo_energy_ev=0.067 multiplicity=1
C 0.936 -1.234 0.646 -0.06
C 1.844 -0.277 0.866 -0.06
H 1.205 -2.118 0.053 0.05
H -0.106 -1.027 0.631 0.01
H 2.875 -0.353 0.703 0.03
H 1.523 0.666 1.200 0.03
S -2.814 0.555 -0.323 0.21
S -1.372 2.031 -0.888 0.21
H -3.614 0.584 -1.424 -0.20
H -0.477 1.173 -1.464 -0.20

***

c) 10
Properties=species:S:1:pos:R:3:lowdin_charge:R:1 method="wB97M-V/def2-TZVPD" lumo_energy_ev=-3.427 multiplicity=1
C 0.694 -0.721 1.099 -0.45
S 0.739 1.069 0.801 0.76
S -1.595 -1.414 -1.748 0.14
C -0.248 1.168 -0.675 -0.47
H 1.281 -0.998 1.962 0.03
H 0.851 -1.425 0.289 0.02
H -0.342 -1.053 1.334 0.04
H -0.506 0.153 -1.083 -0.17
H 0.351 1.592 -1.516 0.06
H -1.225 1.626 -0.465 0.05

***

Stability ranking, top entry: b); the second entry is 66.9 kcal/mol less favorable.

***

a) 10
Properties=species:S:1:pos:R:3:lowdin_charge:R:1 method="wB97M-V/def2-TZVPD" smiles=CSPN lumo_energy_ev=0.892 multiplicity=1
C -1.742 -0.655 0.827 -0.47
S -0.483 -0.695 -0.537 0.41
P 1.354 0.228 0.260 0.49
N 1.759 1.145 -1.080 -0.37
H -1.269 -0.283 1.637 -0.04
H -2.064 -1.674 1.075 0.03
H -2.684 -0.183 0.617 0.02
H 2.062 -1.084 -0.197 -0.08
H 1.137 1.002 -1.783 -0.07
H 1.930 2.199 -0.821 0.08

***

b) 10
Properties=species:S:1:pos:R:3:lowdin_charge:R:1 method="wB97M-V/def2-TZVPD" smiles="C=PS.N" lumo_energy_ev=-0.079 multiplicity=1
C 1.690 0.394 -0.254 -0.51
P 0.888 0.637 -1.652 0.48
S -0.180 -1.156 -2.253 0.20
H 1.500 -0.423 0.483 0.00
H 2.037 1.310 0.258 0.00
H -0.087 -1.874 -0.991 -0.14
N -1.500 0.473 1.286 0.01
H -1.834 -0.380 1.648 -0.03
H -0.480 0.298 1.025 -0.02
H -2.036 0.722 0.450 0.01

***

Stability ranking, top entry: a); the second entry is 12.7 kcal/mol less favorable.

***

a) 10
Properties=species:S:1:pos:R:3:lowdin_charge:R:1 method="wB97M-V/def2-TZVPD" smiles="[H]/N=P/[H].CS" lumo_energy_ev=-0.505 multiplicity=1
H -0.751 2.298 1.187 -0.01
N -1.495 1.561 1.068 -0.51
P -2.455 1.845 -0.068 0.62
H -3.883 1.519 0.433 -0.14
C 1.917 -1.354 -0.755 -0.29
S 0.177 -0.306 -0.245 0.50
H 2.267 -1.745 0.144 -0.03
H 1.499 -2.108 -1.489 0.03
H 2.652 -0.618 -1.101 0.01
H 0.072 -1.094 0.826 -0.19

***

b) 10
Properties=species:S:1:pos:R:3:lowdin_charge:R:1 method="wB97M-V/def2-TZVPD" smiles="C[S@@H](=N)=P" lumo_energy_ev=0.255 multiplicity=1
C 1.136 -0.602 -0.330 -0.22
S -0.412 0.245 0.260 0.33
N 0.116 1.591 -0.256 -0.44
P -2.448 -0.369 0.078 0.37
H 0.741 -0.965 -1.332 0.07
H 1.737 -1.325 0.346 0.10
H 1.591 0.283 -0.453 -0.05
H 0.012 0.288 1.713 0.04
H -0.422 2.494 -0.524 0.06
H -2.052 -1.640 0.497 -0.26

***

Stability ranking, top entry: a); the second entry is 52.6 kcal/mol less favorable.

***

a) 10
Properties=species:S:1:pos:R:3:lowdin_charge:R:1 method="wB97M-V/def2-TZVPD" lumo_energy_ev=-0.886 multiplicity=1
C -0.852 0.311 -0.674 -0.38
C -0.033 -0.758 -0.096 -0.43
H -1.535 0.713 -2.112 0.18
H 1.417 -0.994 2.571 0.35
N -0.454 1.549 -0.461 0.10
N 0.583 0.002 0.841 -0.08
O -1.479 -0.192 -1.657 0.16
O 0.556 1.455 0.372 -0.01
O 1.767 -0.171 1.525 -0.04
O 0.030 -1.916 -0.309 0.16

***

b) 10
Properties=species:S:1:pos:R:3:lowdin_charge:R:1 method="wB97M-V/def2-TZVPD" smiles="O=c1oc(O)nn1O" lumo_energy_ev=0.245 multiplicity=1
O 1.507 1.602 0.048 0.17
C 0.712 0.728 -0.098 -0.44
O -0.648 1.063 0.019 0.20
C -1.255 -0.112 -0.046 -0.57
O -2.452 -0.230 0.219 0.23
N -0.484 -1.161 -0.184 0.18
N 0.782 -0.626 -0.387 -0.11
O 1.822 -1.178 0.375 0.05
H -2.841 0.575 -0.170 0.17
H 2.187 -1.815 -0.263 0.12

***

c) 10
Properties=species:S:1:pos:R:3:lowdin_charge:R:1 method="wB97M-V/def2-TZVPD" smiles=N#COO.N#COO lumo_energy_ev=-0.586 multiplicity=1
N 0.547 2.554 -1.731 0.18
C 0.092 1.901 -0.899 -0.30
O -0.724 1.735 0.147 -0.08
O -2.100 1.496 -0.185 0.02
H -2.245 0.665 0.320 0.06
N -1.159 -0.956 0.727 0.21
C -0.105 -1.175 0.330 -0.25
O 1.053 -1.599 -0.158 0.00
O 1.876 -2.170 0.854 0.03
H 2.766 -2.451 0.594 0.13

***

Stability ranking, top entry: b); the second entry is 121.0 kcal/mol less favorable.

***

a) 13
Properties=species:S:1:pos:R:3:lowdin_charge:R:1 method="wB97M-V/def2-TZVPD" lumo_energy_ev="-1.537 / -1.537" multiplicity=1
C -0.481 2.919 -0.772 -0.08
C -0.450 1.873 -0.162 -0.11
C 0.581 -1.062 -0.943 -0.12
C -0.317 -1.298 0.233 -0.21
O -1.054 0.257 2.480 -0.33
O 1.401 0.068 1.966 -0.30
S 0.038 0.142 1.552 0.79
H -0.396 3.551 -1.636 0.00
H 1.509 -0.817 -0.467 0.07
H 0.597 -1.939 -1.508 0.07
H 0.327 -0.361 -1.651 0.05
H -0.337 -2.146 0.795 0.05
H -1.418 -1.187 0.114 0.11

***

b) 13
Properties=species:S:1:pos:R:3:lowdin_charge:R:1 method="wB97M-V/def2-TZVPD" smiles="C=[S@]1(=O)C=CCO1" lumo_energy_ev=0.391 multiplicity=1
C 2.050 -1.099 -1.086 -0.16
S 0.920 -0.135 -0.032 0.85
O 1.733 0.755 0.782 -0.36
C -0.428 -0.413 1.152 -0.13
C -1.495 0.258 0.813 -0.08
C -1.260 1.046 -0.438 -0.30
O -0.165 0.589 -1.060 -0.26
H 2.932 -1.149 -0.508 -0.03
H 1.594 -2.076 -1.088 -0.03
H -0.169 -1.119 1.919 0.10
H -2.496 0.389 1.215 0.12
H -2.038 0.801 -1.155 0.13
H -1.177 2.153 -0.514 0.15

***

Stability ranking, top entry: b); the second entry is 24.4 kcal/mol less favorable.

***

a) 13
Properties=species:S:1:pos:R:3:lowdin_charge:R:1 method="wB97M-V/def2-TZVPD" lumo_energy_ev="0.005 / -0.486" multiplicity=1
C 1.525 0.092 -1.165 -0.19
C -0.353 1.062 0.847 -0.22
C -0.819 -0.904 -0.707 -0.04
C -1.202 -0.048 0.365 -0.40
O 0.367 2.429 -1.434 -0.54
O -1.738 0.012 -0.884 0.08
S 1.052 1.550 -0.413 0.85
H 2.181 -0.612 -0.775 0.01
H 1.644 -0.049 -2.180 0.01
H -0.911 2.125 0.934 0.14
H -0.085 0.785 1.905 0.10
H -0.950 -1.879 -0.673 0.07
H -1.876 -0.370 1.102 0.13

***

b) 13
Properties=species:S:1:pos:R:3:lowdin_charge:R:1 method="wB97M-V/def2-TZVPD" smiles="CO/C=C/OC=S" lumo_energy_ev=0.329 multiplicity=1
C 3.307 0.299 0.287 -0.10
O 2.576 -0.852 -0.052 -0.10
C 1.282 -0.580 -0.264 -0.14
C 0.720 0.609 -0.171 -0.09
O -0.692 0.766 -0.474 -0.13
C -1.523 0.177 0.398 -0.74
S -3.069 -0.271 0.046 0.64
H 3.327 0.943 -0.578 0.09
H 4.363 -0.022 0.459 0.11
H 2.883 0.829 1.179 0.11
H 0.771 -1.470 -0.580 0.15
H 1.147 1.597 0.049 0.13
H -1.179 0.115 1.448 0.08

***

c) 13
Properties=species:S:1:pos:R:3:lowdin_charge:R:1 method="wB97M-V/def2-TZVPD" smiles="COC(=S)CC=O" lumo_energy_ev=0.394 multiplicity=1
C 0.367 1.727 -0.236 -0.04
O -0.905 1.151 -0.544 -0.13
C -1.247 -0.060 -0.146 -0.86
S -2.712 -0.655 -0.545 0.74
C -0.260 -0.874 0.655 -0.17
C 0.825 -1.529 -0.190 -0.23
O 1.140 -1.156 -1.292 0.06
H 0.450 1.890 0.848 0.10
H 0.393 2.679 -0.785 0.11
H 1.181 1.094 -0.610 0.09
H -0.787 -1.652 1.179 0.10
H 0.232 -0.227 1.404 0.13
H 1.323 -2.388 0.261 0.12

***

Stability ranking, top entry: c); the second entry is 26.4 kcal/mol less favorable.

***

a) 13
Properties=species:S:1:pos:R:3:lowdin_charge:R:1 method="wB97M-V/def2-TZVPD" smiles="O=CC1(O)CSC1" lumo_energy_ev=0.438 multiplicity=1
O 1.493 -0.215 -1.832 0.10
C 0.537 -0.720 -1.366 -0.25
C -0.143 -0.248 -0.176 -0.62
O -1.182 -1.162 -0.147 -0.07
C 0.649 -0.172 1.265 -0.34
S -0.009 1.506 1.621 0.81
C -0.419 1.247 -0.128 -0.41
H 0.134 -1.823 -1.720 0.19
H -2.085 -0.741 0.275 0.20
H 1.789 -0.165 1.238 0.10
H 0.263 -0.953 1.933 0.07
H 0.404 1.701 -0.815 0.12
H -1.433 1.747 -0.149 0.09

***

b) 13
Properties=species:S:1:pos:R:3:lowdin_charge:R:1 method="wB97M-V/def2-TZVPD" lumo_energy_ev=0.038 multiplicity=1
C -0.437 -3.372 -0.030 -0.54
C -0.341 -0.258 0.237 -0.42
C 0.580 2.064 -0.423 -0.16
C -0.340 0.951 -0.552 -0.44
O -0.174 -3.708 1.001 0.21
O -0.673 -2.997 -1.062 0.22
S 0.746 -0.514 1.564 0.74
H 0.629 2.535 0.534 0.06
H 0.065 2.858 -1.030 0.09
H 1.627 1.921 -0.746 0.09
H -0.382 0.557 -1.519 0.09
H -1.380 1.438 -0.338 0.16
H 0.079 -1.476 2.362 -0.09

***

c) 13
Properties=species:S:1:pos:R:3:lowdin_charge:R:1 method="wB97M-V/def2-TZVPD" smiles="S=C1COCOC1" lumo_energy_ev=-0.373 multiplicity=1
S 2.884 0.049 -0.380 0.72
C 1.267 0.087 -0.077 -0.70
C 0.263 1.316 0.083 -0.16
O -0.972 1.103 -0.633 -0.09
C -1.589 -0.061 -0.192 -0.20
O -0.759 -1.242 -0.472 -0.12
C 0.540 -1.206 0.015 -0.31
H 0.096 1.587 1.181 0.14
H 0.674 2.265 -0.340 0.13
H -2.450 -0.291 -0.854 0.14
H -1.806 -0.266 0.961 0.18
H 1.130 -2.057 -0.419 0.13
H 0.721 -1.284 1.126 0.14

***

Stability ranking, top entry: c); the second entry is 3.7 kcal/mol less favorable.

***

a) 15
Properties=species:S:1:pos:R:3:lowdin_charge:R:1 method="wB97M-V/def2-TZVPD" smiles="CC1=NNCC=NO1" lumo_energy_ev=0.862 multiplicity=1
C -2.562 -0.115 0.411 -0.02
C -1.108 -0.270 0.011 -0.30
N -0.313 -1.347 -0.167 0.00
N 1.024 -1.180 -0.618 -0.11
C 1.824 -0.462 0.650 -0.12
C 1.564 0.973 0.204 -0.16
N 0.443 1.530 -0.237 -0.05
O -0.734 1.073 -0.430 -0.07
H -2.522 0.658 1.259 0.12
H -2.851 -1.051 0.765 0.04
H -3.079 -0.086 -0.656 0.14
H 1.489 -2.231 -0.794 0.16
H 1.180 -0.752 1.547 0.11
H 2.966 -0.806 0.657 0.13
H 2.311 1.908 0.164 0.14

***

b) 15
Properties=species:S:1:pos:R:3:lowdin_charge:R:1 method="wB97M-V/def2-TZVPD" smiles="NCC1=NCC(=O)N1" lumo_energy_ev=0.734 multiplicity=1
N 2.562 -0.083 -0.458 0.02
C 1.561 -0.544 0.441 -0.23
C 0.171 -0.073 0.128 -0.31
N -0.206 1.180 0.174 0.07
C -1.612 1.236 -0.031 -0.12
C -2.046 -0.272 -0.091 -0.46
O -3.120 -0.733 -0.155 0.11
N -0.864 -1.000 -0.098 0.16
H 2.812 0.867 -0.367 0.06
H 2.423 -0.333 -1.421 0.07
H 1.429 -1.613 0.513 0.10
H 1.768 -0.180 1.435 0.12
H -2.209 1.705 0.726 0.11
H -1.795 1.838 -0.932 0.13
H -0.876 -1.995 0.134 0.16

***

Stability ranking, top entry: b); the second entry is 142.8 kcal/mol less favorable.

***

a) 15
Properties=species:S:1:pos:R:3:lowdin_charge:R:1 method="wB97M-V/def2-TZVPD" smiles="[H]/N=C(/C=O)NN1CC1" lumo_energy_ev=0.254 multiplicity=1
H 1.818 -0.154 -2.550 0.06
N 1.161 -0.916 -2.342 0.15
C 0.519 -0.719 -1.254 -0.41
C -0.526 -1.720 -1.045 -0.21
O -1.504 -1.575 -0.371 0.07
N 0.699 0.340 -0.369 0.03
N -0.493 0.892 0.262 -0.08
C -0.101 1.552 1.523 -0.17
C -0.765 0.266 1.597 -0.16
H -0.364 -2.642 -1.622 0.12
H 1.066 1.120 -0.933 0.14
H 1.009 1.455 1.707 0.12
H -0.497 2.565 1.768 0.11
H -1.858 0.123 1.677 0.11
H -0.164 -0.585 1.955 0.11

***

b) 15
Properties=species:S:1:pos:R:3:lowdin_charge:R:1 method="wB97M-V/def2-TZVPD" lumo_energy_ev=0.674 multiplicity=1
C -2.653 0.120 0.109 -0.16
C -0.156 -0.367 -0.130 -0.32
C 1.721 -1.038 0.007 -0.20
C 0.462 0.694 -0.102 -0.37
H -2.213 1.267 0.056 0.10
H -3.683 0.113 -0.341 0.06
H -2.918 0.188 1.293 0.10
H -1.477 -1.655 0.397 0.14
H 2.692 -1.607 0.299 0.16
H 0.688 2.622 -0.772 0.10
H 1.111 2.110 0.923 0.18
N -1.572 -0.829 -0.344 -0.05
N 0.564 -1.604 0.170 0.16
N 0.282 2.124 0.075 0.07
O 1.830 0.332 -0.058 0.03

***

Stability ranking, top entry: a); the second entry is 20.6 kcal/mol less favorable.

***

a) 15
Properties=species:S:1:pos:R:3:lowdin_charge:R:1 method="wB97M-V/def2-TZVPD" lumo_energy_ev=0.348 multiplicity=1
C 0.999 -1.258 0.592 -0.11
C 0.280 -0.469 -0.245 -0.39
C -0.200 -0.936 -1.401 -0.11
C -0.441 0.781 -0.065 -0.32
H 1.540 -0.383 1.429 0.14
H 1.838 -1.949 0.301 0.08
H -0.061 -1.870 1.286 0.18
H -0.266 -1.904 -2.107 0.18
H -1.542 -0.289 -2.752 0.16
H -0.455 2.626 0.298 0.19
H 0.169 1.513 2.889 0.28
N -0.966 0.011 -1.950 -0.09
N -1.369 0.857 -1.078 0.05
N -0.427 1.687 0.968 -0.02
O 0.902 1.584 1.836 -0.21

***

b) 15
Properties=species:S:1:pos:R:3:lowdin_charge:R:1 method="wB97M-V/def2-TZVPD" smiles="[H]/N=C1/CN=C(OC)N1" lumo_energy_ev=0.570 multiplicity=1
H -3.503 -1.368 -0.136 0.11
N -3.074 -0.306 0.164 0.07
C -1.762 -0.278 0.000 -0.46
C -1.228 1.124 0.016 -0.14
N 0.234 1.018 -0.367 0.12
C 0.402 -0.227 -0.222 -0.49
O 1.634 -0.777 -0.037 -0.08
C 2.766 0.036 0.183 -0.06
N -0.685 -1.117 -0.309 0.14
H -1.703 1.763 -0.756 0.12
H -1.222 1.750 0.922 0.12
H 3.507 -0.714 0.013 0.09
H 2.664 0.611 1.056 0.08
H 2.813 0.676 -0.738 0.11
H -0.842 -2.192 0.212 0.26

***

c) 15
Properties=species:S:1:pos:R:3:lowdin_charge:R:1 method="wB97M-V/def2-TZVPD" lumo_energy_ev=-0.001 multiplicity=1
H 1.865 -1.875 -1.610 0.14
N 1.514 -1.577 -0.520 0.09
C 0.470 -0.820 -0.639 -0.49
C 0.249 0.169 -1.688 -0.05
N -0.566 1.235 -1.399 0.10
O -1.301 0.696 -0.350 -0.13
N -0.562 -0.570 0.219 -0.01
C -0.476 -0.279 1.678 -0.19
C 0.528 0.905 2.014 -0.11
H 0.759 0.450 -2.547 0.08
H -0.130 -1.326 1.933 0.13
H -1.555 0.160 2.001 0.16
H 1.647 0.756 2.064 0.08
H 0.216 1.970 1.563 0.12
H 0.275 0.828 3.110 0.06

***

Stability ranking, top entry: b); the second entry is 81.4 kcal/mol less favorable.